15 unconnected molecules or ions with the total composition C58H160N14O15 at a distorted geometry, computed with wB97M-V/def2-TZVPD.

Output
- Gap between HOMO and LUMO: 7.91 eV
- Energy above the lowest of the compared OMol25 structures with the same formula, charge and spin: 14.511 eV
- Lowest unoccupied orbital energy: 0.36 eV
- Strongest force on any atom: 6.90 eV Å⁻¹
- Charge: 0

Element x y z (Å)
C 0.458 5.710 0.822
C 1.246 4.842 1.810
C 0.379 3.617 2.088
O -0.656 3.926 3.003
C -0.257 4.088 4.337
N 2.459 4.437 1.052
H 0.913 6.662 0.542
H -0.542 5.910 1.214
H 0.329 5.122 -0.089
H 1.473 5.443 2.692
H 1.027 2.831 2.502
H -0.100 3.133 1.237
H 0.257 3.205 4.734
H -1.110 4.308 4.977
H 0.432 4.921 4.520
H 3.076 4.045 1.767
H 2.949 5.275 0.747
C -0.301 7.074 -7.540
C -1.669 6.433 -7.763
C -1.990 5.338 -6.762
O -1.043 4.259 -6.930
C -1.088 3.309 -5.886
N -2.765 7.399 -7.876
H 0.447 6.279 -7.487
H -0.215 7.669 -6.627
H -0.021 7.698 -8.391
H -1.532 5.959 -8.741
H -2.969 4.877 -6.909
H -1.916 5.668 -5.721
H -0.753 2.311 -6.180
H -2.074 3.129 -5.446
H -0.368 3.631 -5.126
H -2.734 8.003 -7.057
H -2.464 7.992 -8.645
C 4.028 0.124 -1.737
C 3.238 -0.215 -3.004
C 1.762 0.118 -2.773
O 0.989 -0.087 -3.942
C -0.360 0.262 -3.804
N 3.829 0.561 -4.078
H 5.079 0.146 -2.012
H 3.797 -0.575 -0.930
H 3.762 1.124 -1.374
H 3.286 -1.299 -3.109
H 1.640 1.146 -2.409
H 1.389 -0.581 -2.008
H -0.812 -0.250 -2.945
H -0.908 -0.076 -4.682
H -0.519 1.341 -3.700
H 3.673 1.550 -3.925
H 3.485 0.318 -4.998
C 1.326 -3.203 -4.118
C 1.810 -3.884 -2.852
C 0.847 -4.986 -2.390
O -0.506 -4.551 -2.259
C -0.664 -3.655 -1.173
N 3.125 -4.492 -3.083
H 2.062 -2.533 -4.560
H 0.398 -2.648 -3.976
H 1.045 -3.873 -4.941
H 1.917 -3.091 -2.109
H 1.223 -5.425 -1.461
H 0.771 -5.772 -3.143
H -0.083 -2.739 -1.316
H -0.422 -4.155 -0.232
H -1.716 -3.366 -1.185
H 3.680 -3.833 -3.621
H 3.071 -5.284 -3.718
C 1.750 -4.639 7.749
C 1.533 -5.225 6.338
C 1.885 -4.372 5.137
O 0.962 -3.257 5.076
C 1.395 -2.445 4.002
N 2.211 -6.541 6.262
H 2.815 -4.426 7.890
H 1.403 -5.336 8.505
H 1.258 -3.663 7.784
H 0.439 -5.314 6.347
H 1.838 -4.910 4.190
H 2.880 -3.922 5.236
H 0.760 -1.561 3.940
H 1.466 -2.936 3.023
H 2.408 -2.038 4.112
H 1.908 -7.081 7.063
H 3.183 -6.291 6.436
C 5.779 -1.603 1.771
C 4.993 -0.967 0.631
C 3.620 -1.611 0.374
O 3.811 -2.914 -0.149
C 2.585 -3.591 -0.258
N 4.811 0.480 0.868
H 6.807 -1.249 1.771
H 5.754 -2.685 1.615
H 5.250 -1.406 2.705
H 5.594 -1.028 -0.285
H 3.043 -0.979 -0.308
H 3.159 -1.726 1.363
H 2.804 -4.654 -0.376
H 1.914 -3.148 -0.998
H 1.977 -3.642 0.661
H 4.053 0.883 0.304
H 5.692 0.920 0.633
C 1.441 -0.686 7.708
C 2.128 0.631 7.349
C 1.854 1.056 5.910
O 2.667 0.338 5.014
C 2.754 0.895 3.720
N 1.873 1.657 8.353
H 0.362 -0.601 7.532
H 1.480 -0.920 8.775
H 1.890 -1.527 7.176
H 3.183 0.379 7.498
H 2.137 2.115 5.862
H 0.789 0.976 5.667
H 3.124 0.137 3.031
H 3.402 1.775 3.726
H 1.753 1.148 3.349
H 0.884 1.847 8.500
H 2.171 1.318 9.260
C -3.463 -2.906 5.311
C -2.030 -2.349 5.291
C -1.951 -0.838 5.204
O -2.203 -0.402 3.892
C -2.271 1.008 3.782
N -1.363 -2.770 6.542
H -4.025 -2.339 6.054
H -3.511 -3.979 5.481
H -3.881 -2.694 4.323
H -1.501 -2.869 4.487
H -0.994 -0.433 5.562
H -2.699 -0.417 5.893
H -3.149 1.376 4.325
H -2.415 1.248 2.730
H -1.337 1.402 4.195
H -0.354 -2.673 6.390
H -1.520 -3.773 6.570
C -6.278 -1.944 -0.428
C -4.949 -1.586 0.271
C -5.090 -1.749 1.781
O -5.935 -0.725 2.286
C -6.154 -0.896 3.660
N -3.812 -2.376 -0.228
H -7.110 -1.289 -0.175
H -6.554 -2.941 -0.067
H -6.097 -1.961 -1.503
H -4.828 -0.520 0.051
H -4.132 -1.589 2.296
H -5.398 -2.774 2.029
H -5.252 -0.715 4.257
H -6.507 -1.899 3.930
H -6.929 -0.210 4.004
H -4.126 -3.348 -0.188
H -3.862 -2.211 -1.236
C -2.166 -3.084 -4.499
C -3.612 -3.596 -4.604
C -4.528 -2.389 -4.467
O -4.128 -1.732 -3.270
C -4.140 -0.316 -3.336
N -3.813 -4.339 -5.834
H -1.914 -2.318 -5.234
H -1.443 -3.896 -4.513
H -2.011 -2.669 -3.499
H -3.683 -4.272 -3.749
H -5.591 -2.634 -4.407
H -4.395 -1.732 -5.332
H -5.070 0.011 -3.812
H -3.274 0.054 -3.893
H -4.123 0.042 -2.307
H -3.638 -3.795 -6.671
H -3.182 -5.127 -5.896
C 0.856 -7.137 0.838
C 0.943 -6.637 2.258
C -0.358 -6.826 3.058
O -1.473 -6.090 2.594
C -1.192 -4.699 2.437
N 1.963 -7.433 2.954
H 0.487 -8.168 0.794
H 1.752 -7.102 0.219
H 0.041 -6.666 0.275
H 1.302 -5.600 2.211
H -0.212 -6.574 4.117
H -0.626 -7.882 3.028
H -0.708 -4.351 3.354
H -2.138 -4.164 2.360
H -0.587 -4.535 1.548
H 2.873 -7.393 2.515
H 2.060 -7.094 3.907
C 0.388 0.081 1.423
C -0.745 -0.465 0.528
C -0.320 -0.657 -0.935
O -0.017 0.552 -1.593
C -1.038 1.417 -2.011
N -1.151 -1.746 1.064
H -0.001 0.260 2.428
H 0.857 0.974 1.017
H 1.180 -0.665 1.529
H -1.501 0.331 0.625
H -1.141 -1.217 -1.401
H 0.606 -1.228 -0.999
H -0.684 2.048 -2.825
H -1.344 2.079 -1.191
H -1.995 0.970 -2.296
H -1.458 -1.668 2.031
H -1.995 -1.998 0.537
C 2.187 3.385 -2.533
C 3.023 2.194 -2.046
C 4.486 2.390 -2.358
O 4.717 2.382 -3.741
C 6.015 2.781 -4.125
N 2.716 2.025 -0.623
H 2.268 3.653 -3.590
H 2.617 4.233 -1.988
H 1.124 3.315 -2.306
H 2.744 1.243 -2.511
H 5.054 1.570 -1.897
H 4.854 3.303 -1.868
H 6.159 2.817 -5.200
H 6.682 2.036 -3.670
H 6.232 3.765 -3.693
H 2.759 2.926 -0.139
H 1.757 1.721 -0.502
C 1.727 6.918 -4.400
C 0.623 7.548 -3.573
C -0.105 6.532 -2.724
O -1.014 5.751 -3.462
C -1.915 5.041 -2.651
N 1.268 8.549 -2.670
H 2.175 7.696 -5.020
H 1.225 6.205 -5.060
H 2.462 6.440 -3.757
H -0.105 8.097 -4.180
H -0.639 7.074 -1.931
H 0.654 5.908 -2.237
H -2.556 4.427 -3.281
H -2.567 5.747 -2.122
H -1.415 4.396 -1.923
H 1.584 9.303 -3.273
H 0.537 8.990 -2.115
C -6.326 2.462 -0.917
C -4.888 2.954 -0.764
O -4.186 2.745 -1.970
H -6.856 2.325 0.023
H -6.285 1.498 -1.433
H -6.883 3.084 -1.624
H -4.447 2.401 0.068
H -4.823 4.000 -0.446
H -4.626 3.096 -2.747